[1]
22
Properties=species:S:1:pos:R:3 method="wB97M-V/def2-TZVPD" lumo_energy_ev=-8.912 multiplicity=1 charge=+2
C -1.758 1.270 0.175
C -1.131 0.484 1.316
C 1.371 0.195 -1.638
C 3.073 -1.951 0.639
N -3.020 1.397 -0.155
N 1.716 -0.483 -0.524
N -4.071 0.577 0.287
N 2.703 -1.215 -0.523
H -1.103 1.772 -0.534
H -1.871 0.073 2.180
H -0.597 1.387 1.769
H -0.413 -0.258 1.108
H 0.536 0.933 -1.513
H 2.167 0.873 -2.032
H 1.267 -0.594 -2.401
H 3.487 -2.978 0.325
H 4.038 -1.589 1.119
H 2.136 -2.194 1.215
H -3.093 1.997 -0.981
H -4.935 1.034 0.160
H -3.973 0.342 1.307
H 3.471 -1.071 -1.297

=====

[2]
48
Properties=species:S:1:pos:R:3 method="wB97M-V/def2-TZVPD" lumo_energy_ev=2.281 multiplicity=1 charge=-1
Pt 2.110 -0.920 -0.105
C -4.767 0.270 0.633
C -3.890 -0.006 -0.597
C -3.483 -1.479 -0.579
C -4.703 0.262 -1.871
C -2.676 0.923 -0.572
C -2.869 2.317 -0.551
C -1.819 3.212 -0.521
C -0.524 2.705 -0.511
S 1.010 3.528 -0.451
C 1.830 1.988 -0.471
N 1.025 0.969 -0.535
C -0.311 1.327 -0.542
C -1.381 0.433 -0.572
C 3.263 1.761 -0.401
C 4.217 2.777 -0.476
C 5.558 2.453 -0.456
C 5.933 1.111 -0.372
C 4.979 0.111 -0.281
C 3.614 0.407 -0.271
H -5.631 -0.400 0.633
H -5.137 1.297 0.647
H -4.202 0.099 1.552
H -4.380 -2.102 -0.592
H -2.915 -1.735 0.317
H -2.875 -1.753 -1.441
H -5.569 -0.404 -1.910
H -4.093 0.082 -2.758
H -5.067 1.291 -1.909
H -3.878 2.713 -0.554
H -2.003 4.279 -0.497
H -1.156 -0.626 -0.593
H 3.903 3.813 -0.562
H 6.310 3.229 -0.511
H 6.985 0.851 -0.357
H 5.297 -0.920 -0.179
N 1.312 -3.522 1.990
C 2.348 -2.695 2.373
N 3.012 -2.832 3.502
N 3.851 -1.772 3.529
N 3.700 -1.038 2.482
N 2.741 -1.605 1.715
C 0.488 -3.336 0.901
N -0.513 -4.146 0.600
N -1.010 -3.651 -0.550
N -0.348 -2.607 -0.921
N 0.615 -2.368 -0.002
H 1.098 -4.293 2.597

=====

[3]
64
Properties=species:S:1:pos:R:3 method="wB97M-V/def2-TZVPD" lumo_energy_ev=-7.111 multiplicity=1 charge=+2
K 5.921 -7.089 0.580
K -2.272 -2.079 -2.226
K 2.395 -2.871 -4.886
K 9.532 0.042 -2.734
N -4.380 -8.688 -1.815
S -3.888 -8.140 -0.496
O -4.779 -8.203 0.667
O -2.919 -7.086 -0.652
F -2.911 -9.408 -0.329
S -5.546 -7.377 -1.927
O -4.990 -6.039 -2.009
O -6.752 -7.535 -1.208
F -5.824 -7.689 -3.510
N 2.136 -1.129 -0.898
S 2.535 -1.719 0.412
O 2.068 -0.985 1.569
O 3.814 -2.390 0.421
F 1.403 -2.902 0.356
S 3.372 0.060 -0.769
O 4.658 -0.204 -1.286
O 3.447 0.993 0.361
F 2.695 0.971 -1.901
C 3.721 1.848 6.481
C 5.076 1.110 6.571
O 5.142 0.719 7.978
C 3.848 0.563 8.354
O 3.418 0.033 9.423
O 3.014 1.096 7.451
H 3.202 1.807 5.523
H 3.856 2.906 6.706
H 5.966 1.519 6.094
H 5.056 0.137 6.080
C -1.950 4.424 -0.413
C -0.924 5.649 -0.377
O -1.093 6.097 0.915
C -1.701 5.124 1.706
O -1.859 5.270 2.892
O -2.098 4.109 0.947
H -1.524 3.609 -0.998
H -2.910 4.758 -0.809
H -1.223 6.464 -1.036
H 0.094 5.448 -0.709
C 3.667 4.113 -9.044
C 3.783 4.964 -7.754
O 3.399 6.238 -8.140
C 3.356 6.296 -9.520
O 3.180 7.275 -10.231
O 3.510 5.102 -10.061
H 2.834 3.411 -9.074
H 4.653 3.667 -9.172
H 4.754 4.869 -7.268
H 3.011 4.576 -7.089
C -3.377 -1.025 4.161
O -4.695 -1.516 4.127
C -5.186 -2.055 3.016
O -4.587 -2.394 2.026
O -6.490 -2.166 3.152
C -7.251 -2.879 2.125
H -2.672 -1.853 4.242
H -3.110 -0.339 4.965
H -3.131 -0.311 3.375
H -6.853 -3.865 1.885
H -7.380 -2.272 1.228
H -8.238 -3.057 2.551

=====

[4]
6
Properties=species:S:1:pos:R:3 method="wB97M-V/def2-TZVPD" lumo_energy_ev="-0.758 / -1.820" multiplicity=1
N 2.015 0.077 -0.272
N -1.163 0.339 -0.021
Cl 2.056 -1.269 0.696
Cl -1.640 -0.581 -1.318
Cl -2.313 1.071 0.946
H 1.046 0.362 -0.031

=====

[5]
109
Properties=species:S:1:pos:R:3 method="wB97M-V/def2-TZVPD" lumo_energy_ev=-1.054 multiplicity=1
C 17.023 12.174 10.336
C 16.626 13.246 11.076
C 15.326 13.800 10.857
C 14.461 13.067 10.016
C 14.781 11.927 9.359
C 16.094 11.517 9.486
N 13.050 13.445 9.902
O 12.618 14.270 10.699
O 12.386 12.892 9.065
H 18.036 11.801 10.352
H 17.230 13.636 11.918
H 14.972 14.611 11.508
H 13.971 11.372 8.834
H 16.566 10.629 9.024
C 7.324 11.643 11.327
C 7.455 10.294 11.191
C 8.621 9.611 11.467
C 9.605 10.366 12.019
C 9.515 11.785 12.263
C 8.351 12.406 11.858
N 10.782 9.629 12.527
O 10.654 8.465 12.781
O 11.835 10.245 12.667
H 6.319 12.002 11.044
H 6.622 9.659 10.943
H 8.763 8.544 11.489
H 10.384 12.175 12.790
H 8.205 13.411 12.172
C 12.373 17.059 8.132
C 11.067 16.596 7.838
C 10.202 16.224 8.836
C 10.629 16.390 10.165
C 11.914 16.824 10.503
C 12.751 17.218 9.458
N 9.753 15.927 11.236
O 10.259 15.748 12.354
O 8.560 15.876 10.983
H 13.151 17.201 7.331
H 10.836 16.386 6.787
H 9.188 15.797 8.657
H 12.185 17.031 11.540
H 13.719 17.497 9.746
C 11.395 15.358 19.118
C 11.966 14.149 19.444
C 12.797 14.077 20.586
C 12.963 15.254 21.317
C 12.534 16.474 20.873
C 11.663 16.517 19.852
N 13.917 15.192 22.392
O 14.203 14.117 22.830
O 14.274 16.270 22.823
H 10.592 15.461 18.346
H 11.742 13.234 18.905
H 13.253 13.224 20.981
H 12.757 17.369 21.462
H 11.125 17.376 19.648
C 15.533 16.806 19.023
C 16.184 16.246 20.088
C 17.156 15.322 19.868
C 17.491 14.932 18.571
C 16.804 15.399 17.454
C 15.850 16.376 17.730
N 18.640 13.984 18.382
O 19.153 13.503 19.382
O 18.974 13.664 17.275
H 14.819 17.544 19.158
H 15.920 16.532 21.133
H 17.828 14.903 20.656
H 17.119 15.057 16.489
H 15.362 16.839 16.915
C 7.501 15.107 14.196
C 7.372 13.940 14.945
C 7.537 13.930 16.336
C 7.869 15.128 16.932
C 8.012 16.302 16.196
C 7.858 16.285 14.804
N 7.948 15.189 18.375
O 8.157 14.098 18.956
O 7.854 16.274 18.907
H 7.386 15.173 13.092
H 7.037 12.989 14.451
H 7.407 13.078 16.957
H 8.318 17.217 16.647
H 8.058 17.125 14.162
C 10.911 20.042 16.032
Br 9.246 19.834 16.986
Br 11.599 18.360 15.531
Br 12.057 20.968 17.168
H 10.702 20.665 15.116
C 15.911 11.779 17.203
Br 16.031 10.354 16.052
Br 16.381 11.408 19.037
Br 14.274 12.730 17.255
H 16.621 12.437 16.734
C 9.224 10.018 16.930
Br 9.454 8.294 17.413
Br 7.964 10.165 15.497
Br 10.743 10.978 16.358
H 8.916 10.523 17.833
C 12.802 14.416 13.941
Br 11.504 14.613 15.324
Br 13.408 12.587 13.567
Br 14.388 15.447 14.322
H 12.275 14.826 13.083
C 16.857 19.996 14.789
Br 17.886 19.667 16.319
Br 14.969 19.955 15.186
Br 17.284 18.835 13.349
H 17.140 20.956 14.360

=====

[6]
78
Properties=species:S:1:pos:R:3 method="wB97M-V/def2-TZVPD" lumo_energy_ev=0.472 smiles="CCOC(C)=O.CCOC(C)=O.CCOC(C)=O.CC(C)=O.CC(C)=O.BrCCBr.BrCCBr" multiplicity=1
C -1.874 4.963 1.073
C -1.455 5.672 -0.223
O -0.301 5.663 -0.576
C -2.502 6.491 -0.939
H -1.382 3.995 1.140
H -2.942 4.740 1.001
H -1.642 5.587 1.930
H -3.454 5.960 -0.986
H -2.245 6.688 -1.983
H -2.622 7.490 -0.518
C 0.363 -3.893 3.355
C 0.659 -3.528 1.921
O 0.958 -2.391 1.644
C 0.425 -4.579 0.864
H -0.469 -4.588 3.465
H 0.166 -2.996 3.940
H 1.251 -4.366 3.787
H 0.669 -4.140 -0.105
H -0.643 -4.791 0.766
H 0.990 -5.480 1.088
O -3.114 -2.804 5.044
C -3.619 -3.512 4.212
O -3.292 -3.476 2.924
C -2.402 -2.477 2.447
C -2.687 -2.224 0.971
C -4.629 -4.608 4.480
H -1.353 -2.738 2.603
H -2.509 -1.524 2.971
H -3.699 -1.841 0.856
H -2.586 -3.159 0.417
H -1.931 -1.520 0.630
H -4.357 -5.225 5.329
H -4.821 -5.211 3.599
H -5.553 -4.072 4.722
O 0.656 2.249 3.872
C 0.290 1.128 3.595
O 1.054 0.055 3.692
C 2.393 0.140 4.220
C 3.029 -1.181 3.869
C -1.052 0.786 3.026
H 2.244 0.152 5.305
H 2.949 1.031 3.945
H 2.481 -2.009 4.304
H 4.075 -1.189 4.187
H 3.085 -1.303 2.785
H -0.963 0.187 2.121
H -1.628 1.682 2.803
H -1.638 0.261 3.786
O 1.733 -0.015 -5.606
C 2.915 -0.258 -5.651
O 3.784 -0.027 -4.679
C 3.297 0.364 -3.390
C 3.268 1.878 -3.269
C 3.579 -0.902 -6.847
H 3.967 -0.129 -2.691
H 2.259 0.069 -3.216
H 2.764 2.168 -2.351
H 2.716 2.262 -4.128
H 4.261 2.331 -3.296
H 2.829 -1.046 -7.626
H 3.944 -1.914 -6.673
H 4.365 -0.261 -7.241
Br -0.425 2.953 -3.869
C -0.256 1.991 -5.554
C -1.284 0.874 -5.544
Br -1.297 -0.049 -7.267
H 0.752 1.619 -5.713
H -0.494 2.652 -6.385
H -2.260 1.347 -5.507
H -1.124 0.113 -4.791
Br -1.070 0.319 -1.330
C 0.185 1.589 -0.474
C 1.415 0.856 -0.006
Br 2.786 2.133 0.526
H -0.354 2.132 0.301
H 0.439 2.390 -1.170
H 1.747 0.190 -0.798
H 1.189 0.276 0.885

=====

[7]
30
Properties=species:S:1:pos:R:3 method="wB97M-V/def2-TZVPD" lumo_energy_ev=0.006 multiplicity=1
C 0.323 -2.401 -0.204
C 2.056 1.120 -0.169
C 3.557 -0.663 0.711
C -3.917 0.484 0.081
C -2.587 -0.514 1.839
C 2.001 -0.259 0.433
C 1.414 -1.184 -0.588
N -2.743 -0.232 0.466
N 1.735 -1.330 -1.790
O 0.189 -3.122 -1.200
O -0.096 -2.431 0.947
O -0.931 1.256 -0.754
O -1.797 -0.771 -1.690
S -1.248 -0.091 -0.340
H 2.000 1.997 0.485
H 2.782 1.248 -0.892
H 1.102 1.375 -0.660
H 4.164 -0.402 -0.138
H 3.690 -1.690 1.022
H 3.798 -0.099 1.649
H -4.761 -0.191 0.314
H -3.995 1.520 0.414
H -3.833 0.558 -0.945
H -3.367 -1.369 2.082
H -1.635 -0.926 2.020
H -2.679 0.297 2.554
H 1.458 -0.285 1.385
H 2.544 -0.742 -2.301
H -2.301 -1.603 -1.751
H 1.246 -2.103 -2.172

=====

[8]
19
Properties=species:S:1:pos:R:3 method="wB97M-V/def2-TZVPD" lumo_energy_ev=-4.065 multiplicity=1 charge=+1
C -4.360 0.532 0.043
C 2.487 1.403 -0.070
C 0.399 -2.401 0.078
C 0.972 1.347 -0.075
C 1.059 -1.102 0.017
N 0.434 0.010 0.046
O -3.233 0.132 -0.051
H -5.231 -0.111 -0.141
H -4.593 1.572 0.316
H 2.885 0.952 0.833
H 2.916 0.914 -0.941
H 2.807 2.439 -0.089
H 0.831 -3.007 0.874
H -0.678 -2.328 0.206
H 0.619 -2.946 -0.842
H 0.567 1.938 0.754
H 0.570 1.774 -1.003
H 2.138 -1.093 -0.066
H -0.589 -0.025 0.111

=====

[9]
16
Properties=species:S:1:pos:R:3 method="wB97M-V/def2-TZVPD" lumo_energy_ev=-3.627 multiplicity=1 charge=+1
Cu 3.741 -1.773 -31.609
O 5.023 -4.022 -33.115
H 5.211 -4.715 -33.708
H 5.032 -4.403 -32.237
O 5.350 -1.924 -30.400
H 5.751 -1.051 -30.461
H 6.042 -2.410 -30.886
O 2.887 -3.289 -31.053
H 3.102 -4.241 -31.224
H 1.942 -3.382 -31.027
O 2.829 -0.302 -30.985
H 2.628 0.616 -31.266
H 2.157 -0.579 -30.358
O 4.499 -1.503 -33.373
H 4.752 -2.421 -33.474
H 3.611 -1.307 -33.736

=====

[10]
50
Properties=species:S:1:pos:R:3 method="wB97M-V/def2-TZVPD" lumo_energy_ev=4.404 multiplicity=1 charge=-2
O 1.517 -1.417 -0.760
V 0.041 -0.898 -0.319
O 0.315 0.530 0.409
P -1.818 -1.495 -2.151
O -0.681 -0.358 -2.089
O -1.996 -1.931 -3.567
O -3.089 -0.969 -1.456
O -1.066 -2.487 -1.154
C 1.192 -4.998 -1.867
O 0.717 -3.935 -2.621
H 1.360 -4.722 -0.811
H 0.516 -5.870 -1.886
H 2.170 -5.284 -2.271
H -0.029 -3.481 -2.156
C -1.860 2.903 2.163
O -1.807 4.337 1.998
H -1.465 2.591 3.133
H -2.893 2.569 2.054
H -1.264 2.449 1.377
H -2.579 4.706 2.430
C -2.996 -0.535 1.782
O -2.130 -0.642 0.712
H -2.445 -0.182 2.663
H -3.785 0.213 1.586
H -3.499 -1.490 2.005
H -2.672 -0.785 -0.203
C 0.170 -3.363 1.833
O 0.388 -1.954 1.699
H 0.809 -3.777 2.620
H -0.872 -3.560 2.095
H 0.402 -3.820 0.878
H 0.656 -1.578 2.538
C 0.211 3.068 -1.431
O 1.179 3.411 -2.439
H -0.299 2.129 -1.642
H 0.639 2.981 -0.429
H -0.552 3.856 -1.348
H 1.252 4.366 -2.466
C 2.937 0.475 -3.274
O 1.693 0.957 -3.692
H 3.735 0.717 -4.000
H 3.238 0.835 -2.280
H 2.878 -0.609 -3.155
H 1.662 1.882 -3.420
C 1.807 2.181 3.116
O 1.239 3.295 3.826
H 1.903 1.339 3.795
H 1.206 1.902 2.246
H 2.801 2.433 2.727
H 1.157 4.017 3.199

=====

[11]
10
Properties=species:S:1:pos:R:3 method="wB97M-V/def2-TZVPD" lumo_energy_ev=0.970 smiles=NNCO multiplicity=1
C 0.013 0.832 -0.324
N 0.176 -1.023 1.255
N 0.782 -0.422 -0.084
O -1.203 0.568 -0.900
H -0.458 1.178 0.567
H 0.565 1.589 -0.901
H -0.832 -0.941 1.072
H 0.283 -2.045 1.063
H 1.750 -0.176 0.158
H -1.077 0.440 -1.906

=====

[12]
41
Properties=species:S:1:pos:R:3 method="wB97M-V/def2-TZVPD" lumo_energy_ev=0.096 multiplicity=1
O 0.136 -1.211 3.019
C 0.059 -1.120 1.841
N -0.516 -0.221 1.106
C -1.066 1.016 1.349
C -1.706 1.895 0.191
C -2.123 2.982 0.578
C -2.053 3.447 1.896
C -1.807 2.565 2.879
C -1.152 1.341 2.585
H -0.667 0.853 3.442
Cl -1.773 2.936 4.642
H -2.809 4.177 2.117
H -2.721 3.693 -0.271
H -1.566 1.323 -0.618
H -0.398 -0.356 -0.120
C 0.928 -2.345 0.921
C 1.661 -1.687 -0.299
N 0.811 -1.328 -1.333
S 1.391 -0.457 -2.363
O 0.694 -0.231 -3.479
O 2.747 -0.979 -2.832
C 1.804 0.981 -1.567
C 2.372 1.551 -0.469
N 2.108 2.847 -0.259
C 0.761 3.020 -1.231
N 0.740 2.137 -1.933
H 0.205 2.171 -2.876
H 0.411 3.987 -1.190
H 3.260 1.195 0.017
C -0.104 -2.341 -1.795
C -1.157 -2.964 -0.676
C -0.351 -3.375 0.375
H 0.272 -4.298 0.223
H -0.894 -3.534 1.216
H -1.707 -2.024 -0.456
H -1.738 -3.832 -0.946
H 0.265 -3.232 -2.278
H -0.492 -1.965 -2.529
H 2.229 -2.709 -0.639
H 2.354 -1.190 0.036
H 1.590 -2.716 1.728